Record 1
The following is a DFT calculation (wB97M-V/def2-TZVPD) of 16 unconnected molecules or ions with the total composition C64H128O32S8.

The spin multiplicity is 1. The frontier orbital gap comes out at 10.5 eV. For the HOMO energy, the calculation gives -0.3763 Ha.

Each line ends with the Löwdin charge.
Atoms and positions in Å:
S (5.3938, 3.6065, 1.3778)  0.670
S (0.8795, 8.3200, 2.6106)  0.669
S (-0.0906, -5.1614, 1.6995)  0.686
S (0.4735, -4.2330, -2.8999)  0.680
S (5.6158, 1.1380, -1.8108)  0.651
S (-3.8187, 3.4280, 2.2215)  0.695
S (-3.2471, -2.7072, 4.6996)  0.645
S (2.7619, 3.2105, -6.1604)  0.717
O (3.7973, 3.8573, -7.0014)  -0.354
O (-0.1548, 0.6005, -0.7036)  -0.022
O (0.5642, 1.9526, 6.9552)  0.132
O (-4.6511, -3.0152, 4.8738)  -0.298
O (-0.2695, -3.7664, 1.4372)  -0.334
O (0.5967, -1.2780, 5.0733)  -0.022
O (4.2906, -3.2947, 1.4692)  0.125
O (2.1166, 1.9564, -6.5204)  -0.336
O (-3.7528, 2.4309, -3.2400)  0.113
O (-2.6355, 3.0032, 2.9663)  -0.329
O (-5.0311, 3.8790, 2.8999)  -0.331
O (3.6164, -1.1507, 1.4161)  -0.018
O (0.2984, 1.4592, -2.7172)  0.107
O (1.0743, -3.4047, 5.0498)  0.105
O (-6.6709, -3.9269, -0.9080)  0.115
O (0.7600, 7.6039, 3.8914)  -0.349
O (-0.0828, -1.8441, -6.7860)  -0.093
O (-6.0784, -5.4557, 0.7039)  -0.024
O (-2.2712, -3.7285, 4.8628)  -0.315
O (4.5821, 4.3751, 0.4503)  -0.345
O (2.0121, -2.2269, -7.4566)  0.135
O (6.7789, 3.3697, 1.0688)  -0.313
O (0.3902, -2.8081, -3.0225)  -0.337
O (-5.0115, -1.1031, 0.7881)  0.102
O (-2.9077, 0.4519, -3.7321)  -0.019
O (-7.0120, -0.6588, -0.0496)  0.003
O (4.2037, 1.4754, -1.8845)  -0.342
O (1.6750, -4.8667, -2.3937)  -0.309
O (6.1042, 0.4210, -0.6751)  -0.298
O (1.4674, 2.9084, 5.2786)  -0.049
O (0.3539, 9.6261, 2.3914)  -0.302
O (-0.5766, -6.1657, 0.7228)  -0.348
C (1.2805, -1.7933, -6.6546)  -0.544
C (2.4246, -1.6965, -0.7126)  -0.026
C (0.8370, -2.4411, 5.7065)  -0.530
C (2.8853, 1.4359, 6.5964)  0.035
C (-0.6827, -2.5180, -7.9889)  -0.160
C (-2.4182, -1.7462, -4.3414)  -0.060
C (-1.5882, -1.2756, -0.2105)  -0.029
C (-5.2720, -1.0744, -1.5447)  0.033
C (5.6970, -1.5511, 2.2977)  0.024
C (1.6136, -6.3487, 3.3478)  -0.164
C (0.3570, 3.8040, 3.3059)  -0.038
C (0.6633, -2.4118, 7.2034)  0.042
C (4.5961, 2.0135, 1.5240)  -0.237
C (1.6175, -1.0918, -5.3399)  0.032
C (2.6374, 8.2079, 2.3380)  -0.233
C (-1.9658, 2.4830, -4.6833)  0.015
C (-0.9811, -4.9539, -2.1347)  -0.221
C (-1.8734, -5.3923, -3.2945)  -0.197
C (-7.8764, -1.6008, 1.9746)  -0.052
C (0.1365, 3.3180, 4.7890)  -0.133
C (-0.7217, -5.6999, 3.3195)  -0.220
C (-1.1584, -0.2775, -1.2869)  -0.176
C (-0.9240, -5.9334, -4.3760)  -0.213
C (6.0889, 0.2240, -3.2692)  -0.225
C (-3.2155, 4.6362, 0.9994)  -0.217
C (7.4704, 0.8043, -3.5971)  -0.197
C (1.5478, 2.0814, 6.3428)  -0.579
C (3.8718, 2.0685, 2.8509)  -0.198
C (1.2315, 2.4327, -0.6903)  0.044
C (7.2582, 2.3439, -3.4960)  -0.183
C (-7.7283, -6.1092, -0.7936)  0.015
C (0.1602, -4.9296, -4.5042)  -0.234
C (-6.7577, -4.9891, -0.3655)  -0.536
C (1.4689, 4.5997, -4.3235)  -0.203
C (4.7576, 2.9082, 3.8435)  -0.168
C (-5.7139, -1.0085, -0.1605)  -0.555
C (-2.8094, -1.3210, 5.7455)  -0.194
C (0.4169, 1.4836, -1.5217)  -0.517
C (-3.0463, -1.8205, 3.1904)  -0.217
C (0.1845, -6.9153, 3.5850)  -0.204
C (-2.4646, 3.8118, -0.0559)  -0.152
C (-2.0352, -0.3349, -4.5985)  -0.215
C (2.3356, -1.4111, 0.7718)  -0.185
C (-4.9969, -4.6502, 1.3126)  -0.183
C (-7.5508, -0.3526, 1.1747)  -0.255
C (-3.7199, -4.8007, 0.5676)  -0.059
C (-4.2364, 2.2228, 0.9688)  -0.228
C (-0.9918, -1.4611, -9.1263)  -0.041
C (-2.9695, 1.7858, -3.8330)  -0.577
C (4.4643, -2.1389, 1.6926)  -0.560
C (1.6104, -5.5379, 1.9673)  -0.187
C (3.0101, 4.6116, -4.0237)  -0.201
C (0.2341, -0.0564, 3.1051)  -0.021
C (-3.7294, -0.4618, 3.5224)  -0.185
C (2.7061, 7.0195, 1.4141)  -0.226
C (5.1054, 4.1946, 3.0472)  -0.205
C (-3.1485, 2.3741, -0.0665)  -0.179
C (1.4938, 7.0708, 0.3862)  -0.160
C (6.5891, 2.5872, -2.1309)  -0.217
C (-3.5018, -0.0987, 5.0372)  -0.155
C (1.4574, 4.4490, -5.8497)  -0.222
C (3.4715, 3.2327, -4.4948)  -0.229
C (0.3064, 7.2060, 1.3562)  -0.245
C (0.6641, -1.4211, 3.6684)  -0.211
H (1.0405, 2.5120, 0.3787)  0.077
H (4.5594, 3.1386, -4.6367)  0.085
H (-2.5148, 4.2951, -1.0256)  0.109
H (-0.7881, -1.8588, 0.2295)  0.054
H (1.5540, 7.9466, -0.2903)  0.123
H (5.3063, 0.4018, -4.0271)  0.108
H (2.9489, -0.8746, -1.1649)  0.061
H (-0.1406, 4.1063, 5.4561)  0.121
H (-0.6253, 0.2763, 3.7099)  0.084
H (-3.2755, -5.7786, 0.7155)  0.074
H (-6.9776, 0.3915, 1.7331)  0.119
H (1.7464, -0.5174, 0.9919)  0.099
H (1.4443, -1.8567, -1.1707)  0.058
H (-0.6841, -5.8116, -1.5771)  0.074
H (2.9564, 2.6109, 2.6990)  0.089
H (-2.4086, -4.5362, -3.7067)  0.100
H (-0.5066, -6.9072, -4.0707)  0.131
H (8.1939, 0.3708, -2.9076)  0.118
H (3.6902, 6.8025, 0.9596)  0.110
H (-1.4230, -4.1569, -1.4864)  0.104
H (4.1530, 3.1170, 4.7441)  0.089
H (0.7161, -1.4961, 7.7875)  0.086
H (-4.7912, -0.5246, 3.3819)  0.094
H (5.5996, -0.7400, 2.9887)  0.068
H (0.5269, 4.0592, -6.2702)  0.096
H (1.5010, 6.1618, -0.2025)  0.095
H (-2.1357, -0.8235, 0.6044)  0.058
H (-8.6208, -2.2208, 1.4629)  0.082
H (3.2757, 4.7741, -2.9686)  0.111
H (1.4128, -3.0286, 7.6365)  0.074
H (-0.5057, 4.3609, 2.9606)  0.050
H (-2.3539, -1.8633, -0.7157)  0.064
H (-4.9619, -5.0599, 2.3317)  0.129
H (-1.2913, -2.0361, -10.0016)  0.071
H (-1.8059, -2.3897, -4.9968)  0.066
H (1.8291, -5.7418, 4.2474)  0.106
H (-0.4999, 2.4780, 4.8554)  0.084
H (1.9055, -2.2887, 1.2520)  0.092
H (-4.8521, -0.1047, -1.8039)  0.088
H (0.9802, 3.7466, -3.8900)  0.075
H (4.3484, 4.9482, 2.9524)  0.075
H (-2.9299, 0.8169, 5.1343)  0.095
H (4.0118, 1.8132, 0.6286)  0.078
H (-7.1676, -6.9229, -1.3003)  0.091
H (7.2845, 2.6255, -1.3090)  0.089
H (-5.3815, -3.6271, 1.4254)  0.094
H (-1.7441, -0.7563, -8.7346)  0.073
H (-2.5500, -6.1850, -2.8950)  0.133
H (3.0850, 0.8191, 5.7287)  0.075
H (1.0591, 3.4717, -1.0085)  0.088
H (0.0592, -3.2688, -8.2554)  0.106
H (-2.1726, -1.9320, -3.2916)  0.060
H (3.7153, 2.1673, 6.6403)  0.088
H (2.9503, 9.1856, 1.9353)  0.114
H (-1.7350, 3.4634, -4.2261)  0.103
H (-3.4025, 0.2734, 2.8026)  0.065
H (0.4941, 2.8786, 2.7914)  0.037
H (-0.2899, -2.9003, 7.4160)  0.095
H (2.3418, -7.1275, 3.1756)  0.100
H (3.6531, 1.0935, 3.2503)  0.093
H (-0.0690, -7.6438, 2.8251)  0.101
H (-4.1303, 5.1631, 0.7089)  0.106
H (-2.0239, -1.7111, 2.8235)  0.081
H (-8.3432, -1.3663, 2.9488)  0.088
H (-2.6163, 5.3821, 1.5547)  0.098
H (-1.5483, -2.9863, -7.5080)  0.106
H (3.0896, -2.5486, -0.8776)  0.089
H (-3.1720, -1.4627, 6.7837)  0.121
H (-3.4867, -2.3806, 2.3637)  0.077
H (1.2366, 4.4291, 3.2601)  0.059
H (5.7198, 2.3959, 4.1070)  0.133
H (-0.0035, 6.2811, 1.8103)  0.065
H (5.9011, 3.4456, -2.1207)  0.107
H (-3.9395, -4.7217, -0.5134)  0.089
H (2.1940, -4.6376, 1.9668)  0.069
H (6.1186, -2.3477, 2.9345)  0.095
H (6.6067, 2.6713, -4.3124)  0.098
H (-1.7682, -5.9816, 3.1543)  0.105
H (-0.6791, -4.9795, 4.1146)  0.055
H (-3.6066, 2.1328, -1.0163)  0.084
H (-2.9606, -4.0668, 0.8549)  0.063
H (1.6955, -1.6697, 3.3703)  0.123
H (-2.1566, -0.0702, -5.6453)  0.125
H (2.4726, 6.1571, 2.0695)  0.093
H (1.0912, -5.3204, -4.8502)  0.104
H (-0.1270, -4.0728, -5.1369)  0.097
H (1.7717, 5.3686, -6.3492)  0.104
H (1.8981, -6.1137, 1.0873)  0.109
H (1.2746, -1.6582, -4.4788)  0.046
H (-1.0832, 1.8766, -4.6889)  0.045
H (-2.3659, 1.7125, 0.2286)  0.085
H (-8.5161, 0.1098, 0.9038)  0.131
H (-0.6818, -0.7098, -2.1562)  0.091
H (-4.1425, 1.2596, 1.4863)  0.065
H (-5.3122, 2.4278, 0.7534)  0.128
H (-6.9913, -2.2130, 2.1470)  0.059
H (-8.4407, -5.7250, -1.5296)  0.078
H (5.4346, 1.3274, 1.4548)  0.077
H (-2.0226, 0.3413, -1.5271)  0.102
H (2.7057, -1.0635, -5.1997)  0.090
H (3.5340, 5.4079, -4.5616)  0.118
H (0.0054, -2.2513, 3.4437)  0.092
H (8.2318, 2.8726, -3.5724)  0.126
H (6.4937, -1.4366, 1.5800)  0.088
H (0.8726, 5.4995, -4.0457)  0.125
H (-1.7218, -1.2785, 5.6938)  0.075
H (-2.4263, 2.5679, -5.6710)  0.108
H (-1.4496, 3.6792, 0.2816)  0.086
H (6.0013, -0.8433, -3.0818)  0.110
H (2.7151, 0.8810, 7.5179)  0.091
H (3.0224, 2.3814, -3.9329)  0.101
H (2.2457, 2.2373, -0.9231)  0.043
H (-5.9384, -1.4798, -2.2872)  0.093
H (0.0037, -0.0983, 2.0616)  0.049
H (-4.3729, -1.7167, -1.6528)  0.085
H (3.0286, 8.0246, 3.3358)  0.103
H (1.0226, 0.6965, 3.2348)  0.070
H (6.0363, 4.6720, 3.3981)  0.113
H (1.2317, -0.0650, -5.3921)  0.067
H (-1.0055, -0.0530, -4.3165)  0.100
H (-1.5045, -6.0848, -5.2586)  0.107
H (-3.4780, -1.9505, -4.5307)  0.097
H (-4.4591, 0.0971, 5.5252)  0.111
H (0.0907, -7.2810, 4.6195)  0.124
H (-8.2356, -6.4939, 0.1151)  0.091
H (7.7915, 0.4991, -4.5967)  0.117
H (-0.6552, 7.6003, 0.9697)  0.114
H (-0.0277, -0.9496, -9.2591)  0.080

Cartesian forces (eV/Å) of the 3 atoms listed first:
-1.21 -0.78 -1.18
0.39 -1.90 2.58
-0.43 -2.30 -0.10

Record 2
The following is a DFT calculation (wB97M-V/def2-TZVPD) of a molecular structure, C2HCdFO2.

As for the total charge: +1. Its expectation value of S² is 0.79. The spin multiplicity is 2. The frontier orbital gap (alpha / beta) comes out at 3.2 / 4.9 eV. For the HOMO energy (alpha / beta), the calculation gives -0.4537 / -0.5152 Ha.

Each line ends with the Löwdin charge.
Atoms and positions in Å:
Cd (-2.5422, 0.5282, -0.3912)  1.579
F (0.6914, -1.2578, 1.3777)  0.176
O (-1.1700, -0.4460, 0.4624)  -0.278
O (2.1007, 0.4192, -0.4752)  0.142
C (0.8999, 0.2842, -0.3762)  -0.250
C (0.0857, -0.5532, 0.4304)  -0.488
H (-0.0655, 1.0253, -1.0278)  0.120

Cartesian forces (eV/Å) of the 3 atoms listed first:
-0.77 1.38 -1.45
-0.77 0.03 -0.75
-0.15 -2.31 2.34

Let's list max |F| in order: 4.419; 3.291 eV/A.
Let's list energy relative to the best compared isomer or geometry (same formula, charge and spin) in order: 1.5; 55.1 kcal/mol.
Let's list DFT total energy in order: -220644.97479; -13453.88239 eV.